Below is 6 unconnected molecules or ions with the total composition C14H41O7 in a non-equilibrium geometry, with properties calculated with ωB97M-V with the def2-TZVPD basis set.

Computed properties:
Net charge: +1
E_LUMO (eV): -2.23
2S+1: 1
Highest occupied orbital energy (eV): -12.51
HOMO-LUMO gap (eV): 10.28
Energy above the lowest of the compared OMol25 structures with the same formula, charge and spin (kJ/mol): 193.5

The geometry in XYZ format:
```
62
Properties=species:S:1:pos:R:3:forces:R:3:mulliken_charge:R:1
O 2.7553 1.5999 3.9840 -0.966 1.704 1.671 -0.51
O -1.4326 2.1968 1.2594 0.354 -1.121 2.244 -0.46
O 0.4294 0.4651 0.1690 2.486 -3.408 -0.044 0.96
O -2.2746 -0.8929 -0.2129 0.178 1.088 3.651 -0.27
O 0.7215 1.6579 -2.2585 1.378 -3.263 4.951 -0.55
O -0.0428 -0.4704 3.0118 1.391 0.167 -0.864 -0.30
O 1.9068 -1.8879 0.6881 3.190 2.070 -1.363 -0.53
C 1.4713 -3.2765 0.5164 0.615 4.415 7.725 -0.04
C -3.3836 -2.6482 -1.3800 -0.466 2.946 3.276 -1.29
C -1.0018 4.2476 0.1922 -1.820 0.106 5.283 -1.64
C 1.4527 1.3532 3.4916 3.944 -4.391 -5.200 -0.94
C -2.8140 -1.1875 -1.4415 -3.807 0.473 -1.719 0.44
C -2.6273 2.5110 -0.7399 1.796 1.194 -2.160 -1.03
C 3.1308 1.6427 -1.8321 3.498 1.576 -1.113 -0.77
C 1.1669 -0.1859 3.7080 1.695 2.856 -2.159 -0.22
C 2.0029 1.2733 -2.7701 -1.468 -0.996 -0.437 -0.12
C 1.8750 -3.8821 1.9437 2.653 -4.505 -7.510 -1.25
C 1.7373 -0.3280 -2.9498 2.064 0.038 -0.503 -0.71
C 0.0902 -3.1920 0.1952 -2.017 1.230 -0.282 -0.86
C -1.8262 -0.9647 -2.6652 -7.173 7.224 1.188 -1.28
C -2.0421 3.2301 0.5386 -2.003 -1.971 -2.421 0.57
H 1.9815 -3.6190 -0.2168 3.679 -3.018 -4.639 0.68
H 2.8443 1.2201 -0.8937 0.359 0.021 1.070 0.03
H 2.6599 -0.8885 -3.2601 -0.520 0.916 -0.577 0.47
H -0.3999 0.6961 0.5614 -1.866 0.965 0.550 0.20
H -1.9152 1.8113 -1.2950 0.051 1.104 1.071 -0.19
H -0.0644 -2.9422 -0.8940 -0.097 0.264 1.287 -0.02
H -1.1122 -1.5796 -2.6412 5.786 -4.779 -0.080 0.40
H 2.9480 -1.7605 0.5365 -3.531 -0.580 0.546 0.27
H 0.6500 0.8609 -0.7265 -0.849 0.105 -0.172 -0.02
H -2.9199 3.5669 1.1020 0.313 0.483 -0.102 0.44
H 0.9335 -0.5018 -3.7467 0.984 0.113 1.678 0.20
H 0.8735 1.9152 3.9778 -5.398 3.851 4.329 0.81
H 4.1326 1.1271 -2.1999 -2.157 0.727 0.783 0.31
H -3.0224 -0.7326 0.4890 2.168 -0.629 -2.254 0.29
H 2.0330 -0.6569 3.1239 -1.227 0.002 1.438 0.11
H -0.1220 3.7561 0.2841 3.009 -1.646 -0.919 0.38
H -3.8145 -2.9499 -2.2409 -1.978 -0.506 -2.969 0.49
H 3.0561 -3.7765 2.0063 -2.682 -0.761 0.230 0.30
H 1.3661 1.8567 2.4847 0.072 -1.568 0.113 0.18
H 2.3744 2.2745 4.6093 2.568 -0.612 -0.189 0.38
H -0.1032 -4.2146 0.2774 -1.873 -1.724 0.192 0.60
H 0.6280 -0.5919 0.3025 0.259 2.457 -0.352 0.03
H 1.2259 -0.1958 4.8201 -0.427 -1.187 -0.826 0.35
H -0.4300 -2.5396 0.9801 0.213 -1.059 -1.456 0.09
H -1.5249 0.1304 -2.6403 0.407 -1.370 0.395 0.10
H -0.6901 -0.7411 3.6077 -1.728 -0.821 1.543 0.22
H -2.3913 -0.9020 -3.6080 0.033 -0.967 0.332 0.45
H 3.5629 2.8357 -1.7137 -2.044 -3.319 -0.416 0.27
H 1.4108 -4.9686 1.7346 2.004 1.486 0.990 0.33
H 1.6915 -0.9109 -1.9566 -1.079 1.400 -1.073 -0.01
H -2.6017 -3.3697 -1.2878 0.632 -0.424 1.114 0.24
H -3.4285 1.7989 -0.6605 -0.960 0.406 0.673 0.35
H -4.2071 -2.5558 -0.5328 1.869 -1.050 -1.559 0.28
H -1.1934 4.7573 -0.6519 -0.346 2.099 -2.676 0.50
H -2.7988 3.3257 -1.5238 -0.476 -1.166 0.991 0.38
H 0.2309 2.2641 -2.6903 -1.983 3.181 -2.413 0.23
H 1.9393 1.9239 -3.6162 1.387 -0.662 -1.619 0.50
H -0.9084 4.8231 1.1627 -0.284 0.513 -1.401 0.33
H -3.8029 -0.4121 -1.4209 2.353 -1.992 -1.338 0.28
H 1.3696 -3.6100 2.7295 -2.608 2.483 4.126 0.41
H -1.7558 2.2143 2.1802 0.444 -0.168 -0.635 0.22
```
Forces are in eV/Å.

Below is a molecular structure, C14H42BBeF4O7S7 in a non-equilibrium geometry, with properties calculated with ωB97M-V with the def2-TZVPD basis set.

Computed properties:
E_LUMO (alpha / beta) (eV): 0.28 / 0.27
2S+1: 2
Highest occupied orbital energy (alpha / beta) (eV): -3.50 / -7.89
HOMO-LUMO gap (alpha / beta) (eV): 3.77 / 8.16
⟨S²⟩: 0.7509

The geometry in XYZ format:
```
76
Properties=species:S:1:pos:R:3:forces:R:3:mulliken_charge:R:1
S -8.0467 2.0442 -23.3967 1.137 2.136 -2.515 0.39
S -6.6372 5.0572 -27.5859 -2.846 1.271 1.669 0.42
S -4.1484 4.4050 -25.2210 -2.890 -0.917 1.471 0.30
S -8.0396 9.2190 -25.8129 1.952 0.131 -0.863 0.34
S -10.2316 8.5778 -21.7466 1.284 -1.993 -0.771 0.35
S -7.4376 5.0665 -20.0413 -0.655 -0.391 -3.270 0.20
S -5.2606 8.6175 -23.2381 0.468 -2.885 0.692 0.36
F -9.9748 5.5489 -25.4160 0.676 -0.611 -1.295 -0.20
F -11.2616 6.3172 -23.8830 -2.143 2.349 1.100 -0.39
F -10.0436 4.6313 -23.4142 2.445 -2.422 2.996 0.16
F -11.8045 4.2806 -24.7299 -0.692 -0.701 -0.561 -0.34
O -5.5456 4.6646 -24.6310 2.057 -0.530 -1.563 -0.39
O -7.5715 5.6155 -26.4679 1.893 -1.169 -2.544 -0.38
O -8.0535 7.8695 -25.1785 -0.565 1.048 0.222 -0.26
O -5.6369 7.1617 -23.6046 0.498 2.743 0.765 -0.50
O -7.5280 3.4970 -23.3678 -0.563 -2.697 0.650 -0.63
O -7.6197 5.5089 -21.4924 0.762 1.115 1.826 -0.54
O -9.1148 7.9086 -22.5468 -1.016 1.740 0.999 -0.25
C -8.8903 10.5134 -24.8320 -0.261 -1.223 0.120 -0.70
C -6.2390 6.4706 -28.6637 0.719 -0.236 1.021 -1.07
C -7.7120 4.1946 -28.8039 0.832 -0.331 -0.123 -1.15
C -5.9495 4.0119 -20.0694 0.886 -0.390 0.251 -0.85
C -9.2187 9.1649 -27.1754 -0.517 -0.419 0.980 -0.79
C -3.1647 5.5522 -24.3371 1.054 0.307 -0.430 -0.97
C -7.7261 1.6081 -25.2293 0.346 -0.689 0.393 -0.88
C -10.9536 7.1814 -20.8664 -0.725 -0.417 0.686 -0.62
C -3.6332 8.4661 -22.2734 -0.273 1.130 0.125 -1.20
C -6.8394 0.8907 -22.6486 -0.614 -0.433 0.437 -1.14
C -3.7067 2.8220 -24.4351 1.287 -0.588 0.579 -0.78
C -9.5143 9.4736 -20.3341 -0.094 0.633 0.557 -1.12
C -8.6340 3.7123 -20.1248 -0.036 -1.963 0.802 -0.62
C -6.3059 9.1982 -21.8357 0.365 -0.309 0.451 -0.19
B -10.8002 5.1371 -24.3592 -0.704 1.414 -1.932 -0.17
Be -7.8739 5.8416 -24.0168 0.016 0.035 -0.440 1.91
H -6.6688 1.5579 -25.4894 0.355 0.925 0.585 0.26
H -4.4179 2.5144 -23.6685 -0.503 0.381 -0.435 -0.13
H -5.8419 9.9850 -21.2409 0.349 0.429 -0.579 0.61
H -3.4161 9.4930 -21.9794 0.112 0.252 -0.157 0.44
H -10.2374 6.4228 -20.5509 0.592 0.485 -0.131 -0.15
H -5.8906 1.3220 -22.3294 -0.076 0.132 -0.473 0.20
H -5.8278 3.4988 -21.0234 -1.053 -0.509 0.027 0.00
H -8.2544 2.8832 -19.5277 -0.039 -0.084 0.383 0.42
H -9.4859 10.1833 -27.4576 0.059 -0.181 -0.297 0.38
H -7.9644 0.5897 -25.5361 -0.998 -0.141 0.470 0.53
H -3.3449 5.5399 -23.2621 -0.309 0.175 -0.238 0.29
H -7.2717 9.5253 -22.2208 0.162 -0.317 -0.062 -0.41
H -8.4134 3.5515 -28.2724 -0.023 0.290 0.026 0.31
H -5.9339 3.4008 -19.1670 -0.334 -0.509 -0.233 0.46
H -2.7857 8.1234 -22.8671 -0.455 -0.025 -0.486 0.39
H -11.5078 7.5214 -19.9915 -0.028 0.198 0.051 0.46
H -2.7665 2.8645 -23.8853 0.277 0.552 0.008 0.41
H -10.0508 8.6391 -26.7072 -0.430 0.119 -0.125 0.25
H -8.7168 3.2957 -21.1286 0.559 0.750 -0.303 -0.07
H -4.9485 4.4429 -20.0487 -0.361 1.393 0.336 0.37
H -11.6453 6.6172 -21.4919 0.076 0.482 -0.488 0.28
H -8.2326 2.3308 -25.8691 -0.090 0.087 0.427 0.06
H -8.8854 11.5158 -25.2600 -0.042 -0.319 -0.492 0.47
H -9.2071 10.4641 -20.6699 0.331 -0.139 -0.428 0.35
H -5.6882 7.1109 -27.9746 -0.114 0.281 -0.010 0.26
H -5.4955 6.1265 -29.3827 -0.365 0.050 -0.430 0.42
H -8.6987 9.0096 -19.7794 0.053 -0.404 -0.429 0.26
H -9.6778 3.8341 -19.8356 0.240 0.974 0.366 0.33
H -3.4986 1.9996 -25.1196 -0.568 0.167 -0.417 0.40
H -8.1746 4.8159 -29.5708 -0.257 0.314 0.532 0.35
H -7.3472 0.5182 -21.7590 0.039 0.197 0.264 0.42
H -8.8814 8.4996 -27.9702 0.329 0.417 0.021 0.15
H -6.7528 -0.0043 -23.2647 0.366 0.230 -0.287 0.45
H -9.8696 10.0398 -24.7632 -0.350 0.664 0.612 0.20
H -3.5820 7.9251 -21.3285 -0.870 -0.453 -0.152 0.31
H -10.2654 9.7413 -19.5911 -0.476 -0.407 -0.092 0.45
H -7.1136 6.9995 -29.0424 0.083 -0.325 -0.128 0.25
H -8.3779 10.5776 -23.8721 -0.183 -0.290 0.008 0.05
H -2.1058 5.4361 -24.5682 0.140 -0.249 0.041 0.56
H -7.0119 3.5634 -29.3512 0.046 -0.278 -0.030 0.43
H -6.4314 8.4140 -21.0892 -0.268 -0.503 -0.501 0.05
H -3.4856 6.4425 -24.8778 -0.061 0.449 0.760 0.17
```
Forces are in eV/Å.

Below is a molecular structure, C14H42BCaF5O7 in a non-equilibrium geometry, with properties calculated with ωB97M-V with the def2-TZVPD basis set.

Computed properties:
E_LUMO (eV): -3.13
2S+1: 1
Highest occupied orbital energy (eV): -9.36
HOMO-LUMO gap (eV): 6.24
Energy above the lowest of the compared OMol25 structures with the same formula, charge and spin (kJ/mol): 746.8

The geometry in XYZ format:
```
70
Properties=species:S:1:pos:R:3:forces:R:3:mulliken_charge:R:1
Ca 15.4571 -2.5118 17.6641 0.183 1.791 -1.884 1.66
F 19.5695 -0.0068 18.2815 -0.293 -0.601 0.120 -0.40
F 13.8293 -0.6094 15.7002 1.020 -1.675 1.602 -0.78
F 17.9501 0.1006 16.6515 -1.327 0.601 0.263 -0.38
F 18.6675 -1.9008 17.2012 -0.618 -1.751 0.895 -0.39
F 20.0271 -0.4386 16.1002 0.981 -0.399 -0.421 -0.35
O 24.8367 3.1561 11.9778 1.986 0.281 -1.798 -0.51
O 15.9673 -4.2071 20.6394 0.032 -1.727 -3.298 -0.45
O 23.8908 -2.6956 17.1892 -0.549 0.468 0.744 -0.46
O 23.4659 -4.5023 20.9969 0.060 0.223 0.810 -0.49
O 16.0501 -4.9325 14.7578 -0.829 1.271 1.746 -0.52
O 21.9691 3.2663 19.5723 -1.021 -0.251 0.428 -0.51
O 15.3828 3.8995 17.5855 -0.555 0.430 0.810 -0.47
C 24.8216 -3.0346 16.2216 0.944 -1.655 -1.178 -0.14
C 17.2193 -5.7086 14.7777 -0.389 -1.362 -2.017 -0.11
C 15.9850 -3.7678 21.9159 0.726 2.298 2.481 -0.37
C 22.9857 -3.8459 22.1684 -0.774 -0.128 0.899 -0.33
C 16.8679 -7.0690 14.0997 1.229 -0.273 0.650 -1.10
C 23.9421 4.2448 18.8022 0.951 -0.119 -0.460 -1.09
C 15.6696 5.3014 17.7410 0.703 -0.951 -1.694 -0.21
C 21.4782 -3.6022 22.0178 0.650 0.122 -1.268 -0.78
C 25.9998 -3.7318 16.8664 0.536 1.052 1.652 -1.09
C 24.5026 2.3985 13.0886 -1.529 0.075 0.039 -0.29
C 14.6079 -3.7598 22.5434 0.543 0.063 0.095 -0.85
C 23.2925 2.9345 19.2786 0.610 1.013 -1.176 -0.08
C 16.5985 5.5714 16.5334 0.548 1.508 0.125 -1.02
C 23.0396 2.7437 13.2211 -0.687 -0.757 3.006 -0.90
B 19.0835 -0.5676 17.0858 0.310 1.566 -0.434 0.57
H 17.6452 -5.7780 15.7786 -0.502 -0.118 0.122 0.28
H 16.3715 -6.9363 13.1384 0.095 0.257 0.006 0.34
H 23.2523 -2.0938 16.7998 -0.227 0.027 0.056 0.25
H 17.5212 5.0073 16.3970 -0.023 -0.592 0.905 0.35
H 25.1340 2.6633 13.9366 -0.140 0.090 -0.017 0.29
H 16.1869 -5.1374 20.7278 -0.116 -0.268 -0.829 0.29
H 23.4760 -3.8228 20.3188 0.104 -0.044 -0.370 0.28
H 16.2882 -7.7967 14.6675 -0.364 0.533 0.398 0.28
H 24.8778 4.0681 18.2718 0.794 -0.326 0.887 0.35
H 15.6455 -4.8536 13.8908 0.344 -0.156 -0.147 0.29
H 21.0125 -4.5536 21.7607 -0.171 -0.065 0.415 0.23
H 17.9810 -5.2195 14.1706 0.187 0.004 -0.046 0.24
H 23.1344 -4.4489 23.0642 0.356 -0.562 -0.333 0.29
H 24.0471 4.9480 19.6284 0.258 -0.076 -0.047 0.27
H 23.3926 2.1670 18.5111 -0.284 -0.028 -0.241 0.24
H 24.4256 -3.7926 15.5457 -0.535 0.180 -0.482 0.23
H 14.6899 -3.2605 23.5088 -0.357 -0.101 0.051 0.32
H 22.3939 2.1414 12.5822 0.099 0.577 -0.458 0.32
H 16.9731 6.5948 16.5519 -0.163 0.335 -0.096 0.31
H 17.7926 -7.6200 13.9281 0.194 0.075 -0.325 0.32
H 16.1215 5.4118 15.5664 -0.624 0.110 0.294 0.29
H 16.7922 -4.2472 22.4695 -0.387 -0.640 0.428 0.32
H 13.9426 -3.2023 21.8841 -0.099 0.111 0.151 0.24
H 23.5282 -2.9286 22.3970 0.036 0.250 -0.359 0.27
H 14.7861 5.9310 17.6357 -0.262 -0.433 -0.053 0.25
H 25.1625 -2.1978 15.6120 -0.020 0.265 0.147 0.30
H 25.8382 -4.7366 17.2568 -0.200 -0.197 -0.706 0.28
H 24.5579 2.5971 11.2488 0.145 0.450 -0.474 0.32
H 16.2796 3.5586 17.6172 -0.112 -0.752 -0.126 0.28
H 16.4210 -2.7704 21.8582 -0.486 0.559 0.251 0.27
H 21.4380 -3.0403 21.0847 -0.545 0.390 -0.019 0.20
H 22.7110 2.4732 14.2246 -0.263 -0.464 0.330 0.28
H 20.9428 -3.0508 22.7907 0.279 -0.170 0.150 0.33
H 23.5236 4.8059 17.9667 -1.395 -0.348 0.249 0.32
H 24.5916 1.3354 12.8650 0.321 -0.212 0.320 0.22
H 26.9540 -3.6123 16.3532 -0.250 -0.385 -0.400 0.34
H 21.3618 2.6128 19.2178 0.003 -0.145 0.028 0.31
H 14.2031 -4.7660 22.6512 0.048 -0.003 0.155 0.28
H 23.8183 2.5242 20.1408 0.034 0.220 0.300 0.20
H 26.1563 -3.1841 17.7957 0.225 0.260 0.235 0.28
H 16.0527 5.4615 18.7488 0.502 0.321 -0.149 0.23
H 22.8682 3.8186 13.2792 0.061 -0.042 -0.933 0.28
```
Forces are in eV/Å.